1.
The following is a quantum chemistry calculation of a molecular structure, C24H19IN2O3RhS, from OMol25.

Output
frontier orbital gap (spin up / spin down): 4.651 / 4.773 eV
energy relative to the best compared isomer or geometry (same formula, charge and spin): 1.2 kcal/mol
total charge: +1
E_HOMO (spin up / spin down): -10.54 / -10.56 eV

XYZ file:
```
51
Properties=species:S:1:pos:R:3:mulliken_charge:R:1
Rh 0.07867 1.17509 -0.52750 0.431
C -1.04232 -0.87419 3.24992 -1.293
C -0.93595 0.61543 3.33486 0.915
N -0.92586 1.19560 4.51321 -0.605
C -0.83904 2.53134 4.60711 -0.861
C -0.77762 3.36461 3.51882 0.422
C -0.68720 4.86019 3.68581 -0.975
O 0.33674 5.43808 2.87864 -0.464
C -0.78026 2.77175 2.23823 -0.408
C -0.79578 3.60257 1.05936 0.247
N -0.50188 3.16930 -0.11255 -0.165
C -0.61484 4.05393 -1.22174 0.429
C -0.22484 5.38525 -1.16856 -0.231
C -0.37333 6.19103 -2.28849 -0.759
C -0.89652 5.67913 -3.46625 -0.536
C -1.26694 4.34243 -3.54319 -0.618
C -1.11265 3.55570 -2.42015 0.222
I -1.62038 1.51232 -2.45022 0.372
C -0.85201 1.38234 2.14047 0.854
O -0.93108 0.68511 1.00297 -0.934
H -0.93442 -1.29722 4.24456 0.380
H -0.28035 -1.28116 2.58387 0.344
H -2.01133 -1.16554 2.84006 0.294
H -0.80913 2.93546 5.61252 0.368
H -0.54059 5.09759 4.74060 0.443
H -1.62019 5.33861 3.37997 0.322
H 1.18130 5.34384 3.33082 0.315
H -1.09952 4.63907 1.17021 0.711
H 0.21017 5.77940 -0.25812 0.555
H -0.06292 7.22568 -2.24166 0.408
H -1.00604 6.31215 -4.33559 0.403
H -1.65709 3.93208 -4.46457 0.388
C 0.74535 -8.15921 -0.57954 -0.874
C 0.95110 -8.33570 -2.05875 0.590
O 0.38840 -9.14139 -2.73257 -0.470
S 2.30216 -7.34455 -2.81165 -0.149
C 1.84108 -5.70532 -2.34937 0.323
C 0.50840 -5.30799 -2.23468 -0.566
C 0.19929 -4.00452 -1.89981 -0.463
C 1.21648 -3.06642 -1.69946 -0.196
C 2.55076 -3.45998 -1.84908 -0.490
C 2.85815 -4.76627 -2.16973 -0.701
C 0.89455 -1.73026 -1.32935 -1.131
C 0.68267 -0.55979 -1.04985 1.431
H -0.20106 -8.60963 -0.28944 0.271
H 0.78644 -7.11375 -0.28287 0.364
H 1.56260 -8.67856 -0.07543 0.296
H -0.28907 -6.01311 -2.43053 0.491
H -0.83423 -3.69699 -1.81297 0.449
H 3.33876 -2.73359 -1.70420 0.438
H 3.89137 -5.06998 -2.27413 0.414
```

***

2.
The following is a quantum chemistry calculation of a molecular structure, C5H9ClFN2O11V, from OMol25.

Output
frontier orbital gap (spin up / spin down): 5.530 / 5.732 eV
spin multiplicity: 4
total charge: +1
E_HOMO (spin up / spin down): -13.65 / -13.65 eV

XYZ file:
```
30
Properties=species:S:1:pos:R:3:mulliken_spin:R:1
V -2.96632 -1.96831 1.26090 3.009
Cl -0.63069 -1.27740 -0.08548 -0.048
O 0.21120 -1.29796 1.06665 0.016
O -0.12540 -0.27301 -0.94012 0.006
O -0.66004 -2.59808 -0.63515 0.006
O -1.92771 -0.94203 0.41845 0.011
C -1.16947 -0.37390 -3.22792 0.001
N -0.28946 0.79126 -3.21674 0.000
O 0.86579 0.68035 -3.49197 0.000
O -0.78790 1.99533 -3.11532 0.000
H -1.23370 -0.85113 -4.20579 0.000
H -2.17754 -0.06967 -2.94625 -0.001
H -0.87138 -1.13408 -2.50588 -0.001
C -1.14638 1.30663 -0.05000 -0.004
N -2.36434 2.05652 0.32808 0.000
O -2.36210 3.16008 0.79603 0.000
O -3.43091 1.45804 0.12559 -0.001
H -0.94252 0.70184 0.83361 0.005
H -0.28559 1.88593 -0.38399 0.001
H -1.56882 0.73080 -0.87344 0.002
C 1.96180 0.41286 1.69685 0.001
C 2.67823 -0.83283 1.33907 0.000
O 3.13477 -1.28323 2.50944 0.000
C 2.45479 -0.78011 3.55969 0.000
O 2.44762 -1.24708 4.67196 0.000
O 1.70523 0.22394 3.11338 0.000
F 3.76402 -0.63762 0.64562 0.000
H 1.08322 0.42552 1.05185 -0.001
H 2.60524 1.26020 1.45999 0.000
H 2.02834 -1.52285 0.80092 -0.001
```

***

3.
The following is a quantum chemistry calculation of 2 unconnected molecules or ions with the total composition C19H34N6O6, from OMol25.

Output
frontier orbital gap: 8.810 eV
E_HOMO: -8.33 eV
SMILES: N[C@@H](CCN[C@@H](Cc1cnc[nH]1)C(=O)O)C(=O)O.CNC(=O)[C@H](CC(C)C)NC(C)=O

XYZ file:
```
65
Properties=species:S:1:pos:R:3:mulliken_charge:R:1
O -5.17637 3.12271 -3.54407 -0.633
O 0.86185 -0.40575 -1.00145 -0.559
O 3.80019 -2.93757 6.39420 -0.578
O -1.29011 3.36906 -2.41676 -0.700
N 7.29908 -1.79914 -0.06212 -0.716
O 0.77136 -2.63818 -0.64515 -0.464
O 2.66768 -0.98632 6.58228 -0.442
C -5.56567 3.02683 -2.38972 0.659
C 1.39586 -1.43313 -0.62426 -0.100
C 3.36099 -1.91724 5.88574 0.179
C -2.41964 3.64203 -2.03044 0.122
C 7.41124 -2.26137 -1.28281 -0.345
C 5.93575 -1.62853 0.17089 0.025
C 5.21554 -1.99685 -0.93840 -0.066
N 6.16292 -2.39545 -1.85528 -0.106
N -2.77080 4.93454 -2.09810 -0.158
N 3.02319 -2.06126 1.20676 -0.118
N 4.88148 -2.18411 3.86748 -0.558
N -4.76684 2.76658 -1.35144 -0.008
C -7.03061 3.22235 -2.07595 -1.341
C -3.93850 5.64568 -1.57972 -0.781
C -3.71335 -1.29661 -2.30087 -1.623
C -2.98022 -0.42204 -0.10260 -1.451
C 3.72849 -2.00798 -1.18985 -0.822
C 2.10486 -1.65703 2.28384 -0.793
C 2.85009 -1.36787 -0.10045 0.503
C 3.58030 -1.67783 4.37097 0.296
C 2.43416 -2.35675 3.60157 -0.965
C -3.72783 -0.06845 -1.39043 0.987
C -3.07119 1.13523 -2.09561 -1.225
C -3.31607 2.51524 -1.43061 -0.206
H -0.10932 -2.45560 -1.00707 0.355
H 2.64832 -1.31565 7.49446 0.358
H 8.35159 -2.50115 -1.77082 0.383
H 5.51116 -1.26132 1.10098 0.383
H 5.98507 -2.73302 -2.79857 0.191
H -2.06820 5.49758 -2.55164 0.290
H 3.01065 -3.07478 1.08268 0.301
H 5.65915 -1.64965 4.25477 0.250
H 4.98887 -3.17377 4.09579 0.241
H -5.19701 2.70745 -0.44403 0.289
H -7.42163 2.32609 -1.59876 0.361
H -7.14979 4.08132 -1.41871 0.329
H -7.56630 3.39953 -3.00830 0.349
H -3.69786 6.70438 -1.47172 0.363
H -4.22491 5.25372 -0.60384 0.273
H -4.76940 5.55594 -2.28174 0.202
H -4.16704 -2.14583 -1.79006 0.433
H -4.28306 -1.08589 -3.20670 0.434
H -2.68689 -1.54017 -2.57569 0.265
H -3.43047 -1.30050 0.35885 0.449
H -1.93254 -0.62498 -0.32645 0.197
H -3.03613 0.40751 0.60030 0.376
H 3.54399 -1.47855 -2.13053 0.463
H 3.41612 -3.04762 -1.32982 0.363
H 1.08027 -1.92758 2.00728 0.322
H 2.13097 -0.56959 2.41661 0.458
H 3.12769 -0.31407 0.01334 0.410
H 3.53466 -0.59529 4.21021 0.455
H 1.52982 -2.32189 4.21786 0.445
H 2.66720 -3.41143 3.42600 0.249
H -4.76751 0.15177 -1.14842 0.174
H -3.43261 1.18188 -3.12329 0.437
H -1.99752 0.94817 -2.14740 0.602
H -2.96519 2.43223 -0.40321 0.533
```

***

4.
The following is a quantum chemistry calculation of a gas-phase ion, C3H4NO (charge +1), from OMol25.

Output
frontier orbital gap: 8.979 eV
energy relative to the best compared isomer or geometry (same formula, charge and spin): 143.1 kcal/mol
total charge: +1
E_HOMO: -17.12 eV

XYZ file:
```
9
Properties=species:S:1:pos:R:3:mulliken_charge:R:1
C -2.79986 0.06809 1.23577 0.161
C -0.61077 0.48526 -0.09996 -0.386
C 0.31392 -0.72438 0.37127 -0.222
N -1.72338 -0.32237 0.79204 0.429
O -0.83345 -1.29405 0.94196 -0.210
H -0.77918 0.50721 -1.22715 0.285
H -0.54996 1.42472 0.35021 0.340
H 0.72055 -1.30065 -0.43670 0.316
H 0.89721 -0.30459 1.10499 0.287
```

***

5.
The following is a quantum chemistry calculation of a single C4H5NS2 molecule, from OMol25.

Output
frontier orbital gap: 9.184 eV
energy relative to the best compared isomer or geometry (same formula, charge and spin): 22.7 kcal/mol
E_HOMO: -8.52 eV
SMILES: S=C1N[C@H]2C[C@H]2S1

XYZ file:
```
12
Properties=species:S:1:pos:R:3:mulliken_charge:R:1
C -1.38052 0.80309 -0.78006 0.199
C 0.60025 -0.55191 -0.29244 -0.171
C 1.13602 0.00658 0.98454 -0.666
C -0.20282 -0.73685 0.92309 -0.174
H 0.12441 0.60818 -2.12490 0.246
H 1.14949 -1.37387 -0.75427 0.338
H 1.95754 -0.47753 1.50570 0.270
H 1.18541 1.12257 1.08866 0.231
H -0.28773 -1.68711 1.40815 0.401
N -0.20903 0.25557 -1.20978 -0.188
S -2.31585 1.82501 -1.61908 -0.355
S -1.75716 0.20629 0.87039 -0.130
```

***

6.
The following is a quantum chemistry calculation of 2 unconnected molecules or ions with the total composition C2H6ClN3, from OMol25.

Output
frontier orbital gap: 10.248 eV
energy relative to the best compared isomer or geometry (same formula, charge and spin): 61.4 kcal/mol
E_HOMO: -9.48 eV

XYZ file:
```
12
Properties=species:S:1:pos:R:3:mulliken_charge:R:1
C -0.33347 1.84044 -2.10538 -0.601
C 0.84186 -1.76781 2.24450 -0.577
N -1.28172 1.35487 -1.14156 -0.491
N -1.27082 0.31433 -0.57909 0.922
N -1.55790 -0.54482 0.06823 -0.639
Cl 2.07991 -1.71063 0.95765 -0.195
H 0.54150 1.27370 -2.40992 0.336
H 0.08394 2.77045 -1.56607 0.220
H -0.91743 1.98094 -2.95246 0.260
H 1.33802 -2.45972 2.93025 0.258
H -0.18333 -2.17291 1.85712 0.231
H 0.65944 -0.87884 2.69673 0.276
```

***

| no. | strongest force on any atom (eV Å⁻¹) | calculated total energy (Ha) |
| --- | --- | --- |
| 1 | 0.53 | -2067.25382 |
| 2 | 11.39 | -2636.09472 |
| 3 | 1.96 | -1524.42713 |
| 4 | 4.37 | -246.16411 |
| 5 | 1.66 | -1006.51732 |
| 6 | 4.37 | -704.15575 |